(1)
{
  "formula": "C4H8NO2",
  "method": "ωB97M-V with the def2-TZVPD basis set",
  "energy_ev": -9864.1644,
  "total_charge": -1,
  "homo_ev": -3.9,
  "e_lumo_ha": 0.148,
  "smiles": "NCCCC(=O)[O-]",
  "orbital_gap_ev": 7.975,
  "de_lowest_kcal_mol": 14.4,
  "species": ["O", "O", "N", "C", "C", "C", "C", "H", "H", "H", "H", "H", "H", "H", "H"],
  "coordinates": [[-2.17354, 1.67082, -1.80899], [-0.77899, 0.23901, -2.78557], [0.65912, -0.26914, 2.14397], [-0.37231, 0.82453, -0.48242], [0.99090, -0.97341, 0.92064], [-1.19383, 0.91718, -1.82771], [0.18893, -0.56282, -0.33249], [-0.31030, -0.37922, 2.41422], [-0.67070, -1.25669, -0.37324], [0.94134, -2.04995, 1.07732], [2.04974, -0.82841, 0.66456], [0.38404, 1.61551, -0.56444], [-1.09302, 1.16688, 0.26123], [0.69429, 0.73247, 1.95437], [0.68431, -0.84676, -1.26145]],
  "nbo_charge": [-0.785, -0.796, -0.843, -0.547, -0.212, 0.773, -0.434, 0.344, 0.184, 0.173, 0.165, 0.188, 0.202, 0.351, 0.236]
}

(2)
{
  "formula": "C19H33Cl2HoN2O4",
  "method": "ωB97M-V with the def2-TZVPD basis set",
  "spin_multiplicity": 5,
  "energy_ev": -82253.8398,
  "total_charge": 0,
  "homo_ev": [-5.6, -5.6],
  "s2": 6.00,
  "e_lumo_ha": [0.007, 0.007],
  "orbital_gap_ev": [5.753, 5.760],
  "species": ["Ho", "Cl", "Cl", "O", "O", "O", "O", "N", "N", "C", "C", "C", "C", "C", "C", "C", "C", "C", "C", "C", "C", "C", "C", "C", "C", "C", "C", "C", "H", "H", "H", "H", "H", "H", "H", "H", "H", "H", "H", "H", "H", "H", "H", "H", "H", "H", "H", "H", "H", "H", "H", "H", "H", "H", "H", "H", "H", "H", "H", "H", "H"],
  "coordinates": [[-0.25213, 0.09620, 0.00693], [1.97120, 0.23431, -1.32010], [-1.97046, -1.74624, -0.00875], [0.27375, 2.37990, 0.41313], [-1.08268, 0.57485, 2.15803], [0.13539, -2.20397, -2.55045], [-2.12308, 1.49293, -0.58449], [-1.90956, 0.37338, 4.29467], [1.88513, 3.89341, -0.24654], [2.31467, 4.20911, 1.11875], [0.73955, -3.07097, -4.74067], [1.78836, -2.67356, 0.90377], [1.80477, -3.49087, -5.56893], [1.42349, -1.29209, 1.23816], [-2.39960, -0.48095, 5.37535], [0.92765, 3.01515, -0.48387], [-0.55802, -3.51831, -5.08102], [2.60418, -1.02079, 3.44040], [-1.88485, 1.81375, 4.58492], [-1.58368, -0.11925, 3.09766], [2.48781, 4.67789, -1.32661], [1.89460, -0.52194, 2.18989], [0.93905, -2.23867, -3.47929], [0.38454, -5.16752, -6.60191], [-0.73178, -4.59878, -5.96870], [-3.54136, 1.37269, -0.26771], [-4.03973, 2.43999, 0.68571], [1.63521, -4.55538, -6.47144], [0.28588, -6.05483, -7.22646], [-1.72539, -5.03497, -6.13387], [-5.10735, 2.29230, 0.86556], [0.72455, 2.76536, -1.53060], [1.91785, -1.08415, 4.30101], [-1.80535, -0.33817, 6.28725], [-1.86296, 2.42608, -0.44319], [-1.50406, 2.34234, 3.70819], [3.03547, -2.02544, 3.28069], [1.88095, -1.63116, -3.42225], [2.49632, -4.92925, -7.03603], [2.26812, -2.72097, -0.08284], [-2.35466, -1.53145, 5.08137], [1.97750, 5.21573, 1.40487], [1.76261, 0.57313, 2.18099], [3.41120, 4.20326, 1.18684], [3.41556, -0.32867, 3.69965], [2.77356, -2.99139, -5.49825], [2.19822, 5.73625, -1.24045], [-4.05737, 1.40854, -1.23839], [2.49267, -3.11019, 1.61186], [-1.43977, -3.05096, -4.62614], [-3.53969, 2.36359, 1.65845], [-1.76351, -1.19326, 2.93855], [-3.43788, -0.23503, 5.63669], [-3.91234, 3.45424, 0.28151], [0.90002, -3.31488, 0.88863], [-2.89527, 2.16950, 4.84112], [-3.64529, 0.36300, 0.14190], [-1.25039, 2.01129, 5.46174], [3.58795, 4.62787, -1.28476], [1.89283, 3.46327, 1.78855], [2.14758, 4.28475, -2.28909]],
  "nbo_charge": [1.699, -0.667, -0.642, -0.736, -0.704, -0.507, -0.751, -0.395, -0.379, -0.423, -0.161, -0.668, -0.179, -0.398, -0.405, 0.562, -0.159, -0.652, -0.424, 0.572, -0.403, -0.307, 0.418, -0.183, -0.227, -0.069, -0.647, -0.231, 0.213, 0.219, 0.229, 0.173, 0.184, 0.208, 0.500, 0.246, 0.203, 0.146, 0.217, 0.218, 0.225, 0.199, 0.156, 0.214, 0.188, 0.219, 0.200, 0.177, 0.163, 0.233, 0.216, 0.182, 0.199, 0.203, 0.215, 0.200, 0.225, 0.208, 0.216, 0.250, 0.224]
}

(3)
{
  "formula": "C31H37AuN3O2",
  "method": "ωB97M-V with the def2-TZVPD basis set",
  "energy_ev": -44998.2343,
  "total_charge": 1,
  "homo_ev": [-11.8, -11.8],
  "e_lumo_ha": [-0.196, -0.196],
  "orbital_gap_ev": [6.463, 6.464],
  "de_lowest_kcal_mol": 2.0,
  "species": ["Au", "O", "O", "N", "N", "N", "C", "C", "C", "C", "C", "C", "C", "C", "C", "C", "C", "C", "C", "C", "C", "C", "C", "C", "C", "C", "C", "C", "C", "C", "C", "C", "C", "C", "C", "C", "C", "H", "H", "H", "H", "H", "H", "H", "H", "H", "H", "H", "H", "H", "H", "H", "H", "H", "H", "H", "H", "H", "H", "H", "H", "H", "H", "H", "H", "H", "H", "H", "H", "H", "H", "H", "H", "H"],
  "coordinates": [[0.38807, 0.69796, 0.03906], [-1.47103, 1.31376, -2.52215], [2.75926, -0.44222, -2.29248], [5.78278, 3.23416, -2.06765], [0.63700, 0.46572, -2.00161], [2.51619, 0.66129, 0.27808], [0.09073, 0.35190, -6.62247], [5.23282, 0.35000, -0.09554], [5.24853, 2.43205, -1.43804], [-1.12925, 3.70010, 1.82979], [-1.07775, -1.14969, 1.85959], [3.16334, -0.37814, 0.82402], [-0.59778, 0.73030, -5.47088], [1.31841, 0.02544, -4.19354], [-0.40487, -0.13351, 2.46330], [-3.70782, 0.26225, -0.70937], [-0.59752, -2.61594, 2.05077], [0.33233, -2.98357, 0.87031], [-0.67916, 1.23850, 1.87847], [-1.91716, -0.46311, 0.88058], [1.37737, -0.17959, -6.54830], [-0.83052, 2.49614, 4.00316], [-1.57518, 0.99653, 0.86592], [-1.66580, -3.70651, 2.17579], [-0.36839, 2.58186, 2.53799], [4.51796, -0.56329, 0.65657], [3.20119, 1.55140, -0.44900], [1.12835, 2.89959, 2.51686], [4.56429, 1.43376, -0.64418], [2.01613, -0.34892, -5.32062], [-0.40571, 0.84226, -2.86449], [-2.62010, -1.95239, -1.00286], [-3.07850, -0.91616, 0.05078], [1.70930, -0.04041, -2.74765], [0.24983, -2.68303, 3.32844], [-4.18376, -1.47483, 0.97823], [0.04586, 0.55105, -4.26527], [6.29545, 0.22617, -0.26380], [-4.03906, 1.05343, -0.02991], [0.53595, -3.72105, 3.50932], [-1.76319, -1.58199, -1.57393], [1.17840, -2.10244, 3.24615], [-0.87513, 4.65847, 2.28744], [-4.59388, -0.11130, -1.22614], [-0.37932, 0.47395, -7.59058], [-0.86604, 3.75775, 0.76722], [-1.90304, 2.27514, 4.07100], [-3.44995, -2.10291, -1.69642], [-1.59560, 1.15320, -5.51819], [-2.35634, -3.50536, 2.99992], [-2.23522, -3.85568, 1.26303], [5.00243, -1.41842, 1.10811], [-2.14387, 1.74958, 0.34335], [1.08636, -2.20603, 0.70527], [-2.36687, -2.91564, -0.56941], [0.85611, -3.92201, 1.08282], [-1.16324, -4.65263, 2.39282], [-0.28517, 1.72552, 4.56011], [3.02106, -0.75304, -5.25190], [1.47288, 3.09811, 1.49691], [1.72784, 2.08108, 2.93526], [1.31733, 3.79663, 3.11366], [-0.21687, -3.11022, -0.06444], [-3.02855, 0.68589, -1.45334], [-3.85210, -2.24557, 1.65474], [1.88810, -0.46633, -7.46127], [-4.97046, -1.88590, 0.34133], [-0.30542, -2.32952, 4.20695], [-4.62115, -0.66787, 1.57377], [2.65137, 2.37311, -0.89478], [-2.21255, 3.56559, 1.91245], [-0.65106, 3.45259, 4.50200], [2.57371, -1.07044, 1.40941], [0.29761, -0.28660, 3.27940]],
  "mulliken_charge": [1.475, -0.730, -0.599, -0.441, 0.120, -0.202, -0.520, -0.243, -0.260, -1.758, -0.397, 0.317, -0.445, 0.244, -0.536, -1.907, 2.527, -1.410, -0.243, 0.351, -0.515, -1.665, -1.183, -1.999, 2.074, -1.108, -0.302, -1.431, 0.329, -0.414, -0.033, -1.398, 2.011, 0.005, -1.888, -1.658, 0.271, 0.534, 0.448, 0.479, 0.116, 0.198, 0.435, 0.508, 0.408, 0.324, 0.410, 0.520, 0.503, 0.407, 0.282, 0.485, 0.913, -0.020, 0.225, 0.514, 0.520, 0.334, 0.501, 0.208, 0.234, 0.544, 0.221, 0.212, 0.257, 0.408, 0.448, 0.440, 0.419, 0.508, 0.342, 0.430, 0.232, 0.611]
}

(4)
{
  "formula": "C12H19ClO9S2",
  "method": "ωB97M-V with the def2-TZVPD basis set",
  "energy_ev": -65369.6475,
  "total_charge": 0,
  "homo_ev": -9.3,
  "e_lumo_ha": -0.018,
  "orbital_gap_ev": 8.801,
  "species": ["Cl", "S", "S", "O", "O", "O", "O", "O", "O", "O", "O", "O", "C", "C", "C", "C", "C", "C", "C", "C", "C", "C", "C", "C", "H", "H", "H", "H", "H", "H", "H", "H", "H", "H", "H", "H", "H", "H", "H", "H", "H", "H", "H"],
  "coordinates": [[1.99798, 0.74983, -3.20872], [-2.90774, 0.43773, -2.86125], [-0.32481, -0.53810, -2.72448], [0.14711, -0.01010, 2.08175], [-1.40448, 0.34669, -3.63877], [4.43587, -2.49936, -1.60874], [-1.85358, 1.00038, 2.03506], [-0.70906, -1.96100, -2.71640], [-5.04384, 1.06807, -1.02240], [-4.18804, 3.09706, -0.58053], [4.16895, -2.14111, 0.59255], [1.02165, -0.52556, -3.77852], [-4.40108, 3.12444, 1.75893], [4.69809, -1.86177, -0.44261], [-0.43432, -2.03765, 3.11098], [0.63418, -1.35044, 2.28206], [-1.70242, -1.34538, 2.63215], [5.30672, -2.00557, -2.64014], [-4.57118, 1.69847, 1.26336], [5.76031, -0.80907, -0.65307], [-1.19206, 0.01752, 2.23460], [-4.65993, 1.87987, -0.22655], [-3.69891, 3.78127, 0.58626], [5.74794, -0.63464, -2.16478], [4.76344, -1.96273, -3.58261], [6.71566, -1.19508, -0.29302], [-2.12705, -1.83241, 1.75183], [-2.61485, 3.65519, 0.63067], [4.99910, 0.11094, -2.44013], [5.50302, 0.10967, -0.13242], [-0.44560, -3.11917, 2.98602], [-3.79560, 0.04424, -3.83088], [0.77059, -1.81952, 1.30513], [-3.84457, 3.20674, 2.69193], [-5.47440, 1.23343, 1.65423], [6.14549, -2.69826, -2.74813], [-3.68542, 1.08525, 1.48304], [-2.44934, -1.26607, 3.41831], [-0.27717, -1.82354, 4.17057], [1.59555, -1.31422, 2.78990], [-3.92747, 4.84307, 0.50624], [6.70375, -0.32028, -2.58221], [-5.38249, 3.58116, 1.91077]],
  "nbo_charge": [0.233, 0.310, 1.716, -0.480, -0.854, -0.485, -0.600, -0.871, -0.599, -0.488, -0.571, -0.676, -0.426, 0.791, -0.428, -0.075, -0.533, -0.072, -0.557, -0.529, 0.808, 0.807, -0.072, -0.430, 0.202, 0.237, 0.246, 0.189, 0.211, 0.243, 0.228, 0.133, 0.191, 0.227, 0.233, 0.178, 0.287, 0.242, 0.209, 0.208, 0.192, 0.222, 0.203]
}